{
  "formula": "C20H20LiN7OS",
  "method": "ωB97M-V/def2-TZVPD",
  "elements": ["Li", "C", "N", "C", "C", "C", "C", "C", "C", "C", "N", "C", "C", "C", "C", "C", "C", "N", "C", "C", "H", "H", "H", "H", "H", "H", "H", "H", "H", "H", "H", "H", "H", "H", "H", "H", "H", "H", "H", "H", "O", "S", "N", "N", "C", "C", "C", "N", "C", "N"],
  "positions_angstrom": [[-0.498, -0.442, 0.479], [-1.151, -0.159, -2.394], [-0.654, 0.764, -1.364], [-1.613, 1.836, -1.065], [0.619, 1.326, -1.770], [0.681, 2.130, -2.891], [1.878, 2.689, -3.333], [3.020, 2.407, -2.603], [2.977, 1.602, -1.472], [1.775, 1.016, -0.988], [1.559, 0.219, 0.092], [2.477, -0.244, 0.985], [3.880, -0.026, 1.053], [4.682, -0.589, 2.037], [4.147, -1.401, 3.022], [2.774, -1.631, 2.989], [1.959, -1.081, 2.019], [0.537, -1.370, 2.028], [-0.110, -0.886, 3.258], [0.307, -2.806, 1.808], [-1.319, 0.338, -3.359], [-2.090, -0.608, -2.080], [-0.415, -0.952, -2.539], [-1.857, 2.444, -1.947], [-1.182, 2.492, -0.306], [-2.535, 1.417, -0.678], [-0.229, 2.330, -3.446], [1.907, 3.316, -4.215], [3.974, 2.820, -2.914], [3.910, 1.443, -0.971], [4.382, 0.592, 0.336], [5.748, -0.382, 2.026], [4.768, -1.846, 3.791], [2.327, -2.263, 3.749], [0.428, -1.196, 4.164], [-1.135, -1.263, 3.311], [-0.137, 0.207, 3.240], [0.773, -3.431, 2.583], [0.735, -3.087, 0.843], [-0.765, -3.010, 1.789], [-3.073, -2.066, 3.174], [-3.284, -2.397, 1.675], [-2.624, -1.023, 0.730], [-3.534, -0.529, -0.021], [-4.404, -0.400, -0.820], [-5.344, 0.336, -1.559], [-5.566, 0.033, -2.929], [-5.745, -0.196, -4.050], [-6.150, 1.350, -0.972], [-6.809, 2.173, -0.494]],
  "forces_ev_per_angstrom": [[0.1, 0.2, -0.2], [0.0, 0.0, 0.1], [-0.1, 0.1, -0.2], [0.0, 0.0, -0.1], [0.0, -0.1, 0.1], [0.0, 0.0, 0.0], [0.1, 0.0, 0.0], [-0.1, 0.0, 0.0], [0.0, 0.0, 0.0], [0.1, 0.0, 0.0], [-0.2, -0.1, 0.0], [0.1, 0.1, -0.1], [0.0, 0.0, 0.0], [-0.1, -0.1, 0.1], [0.0, 0.0, 0.0], [0.0, 0.0, 0.0], [-0.1, 0.0, 0.0], [0.2, -0.2, 0.3], [-0.1, 0.0, -0.1], [-0.1, 0.0, 0.1], [0.0, 0.0, 0.0], [-0.1, 0.0, 0.1], [0.0, 0.1, 0.0], [0.0, 0.0, 0.0], [0.0, 0.0, 0.0], [0.0, 0.0, 0.0], [0.0, 0.0, 0.0], [0.0, 0.0, 0.0], [0.0, 0.0, 0.0], [0.0, 0.0, 0.0], [0.0, 0.0, 0.0], [0.0, 0.0, 0.0], [0.0, 0.0, 0.0], [0.0, 0.0, 0.0], [0.0, 0.0, 0.0], [-0.1, 0.0, -0.1], [0.1, 0.0, 0.0], [0.0, 0.0, 0.0], [0.0, 0.0, 0.0], [-0.1, 0.0, 0.0], [0.1, 0.0, 0.1], [0.1, -0.1, 0.0], [-0.1, 0.4, 0.0], [-0.1, -0.9, -0.5], [0.5, 0.9, 0.1], [-0.2, -0.2, 0.1], [0.0, 0.0, 0.2], [0.0, 0.0, 0.0], [0.2, -0.2, 0.0], [0.0, 0.0, 0.0]],
  "orbital_gap_ev": 4.81,
  "charge": -2,
  "e_lumo_ev": 4.59
}